[1]
DFT (wB97M-V/def2-TZVPD) results for C37H37Cl5FeN8O2PSSi as an isolated structure.

CARTESIAN COORDINATES (ANGSTROEM)
Fe: 0.97519 0.19364 0.14877
C: -3.58872 3.59488 -0.74299
N: -2.22393 3.10965 -0.80000
C: -1.36761 3.14861 -1.88447
C: -0.24180 2.51511 -1.49187
N: -0.37043 2.05986 -0.18159
C: -1.56645 2.45533 0.17592
P: -1.71467 1.77479 2.81539
C: -0.14810 2.62820 3.06073
N: 1.08183 2.25499 2.77687
C: 1.88994 3.26208 3.20771
C: 1.13855 4.26935 3.75089
N: -0.15883 3.86214 3.66855
C: -1.31481 4.63925 4.08908
C: -1.17093 0.07554 2.56368
N: -0.07058 -0.43620 2.01703
C: -0.12742 -1.78182 2.21464
C: -1.28006 -2.09926 2.86999
N: -1.93063 -0.93059 3.09203
C: -3.30758 -0.86037 3.56623
H: -4.03835 3.48631 -1.72723
H: -4.15082 2.99409 -0.03356
H: -3.62517 4.64125 -0.43953
H: -1.64906 3.60639 -2.81708
H: 0.65395 2.33099 -2.05699
H: 2.96334 3.21532 3.10817
H: 1.41059 5.21768 4.18366
H: -0.95896 5.52940 4.60092
H: -1.91292 4.94100 3.23012
H: -1.93585 4.06212 4.77053
H: 0.63673 -2.44207 1.84175
H: -1.70042 -3.04787 3.15659
H: -3.46812 -1.66265 4.28228
H: -3.48618 0.09280 4.05333
H: -3.97193 -0.97674 2.71039
C: -4.81803 -1.06661 -5.95903
C: -4.19545 -0.92042 -4.59595
C: -2.85454 -0.57157 -4.45509
C: -2.27006 -0.46170 -3.20200
C: -3.02949 -0.71360 -2.06914
C: -4.36926 -1.05364 -2.18450
C: -4.94273 -1.15636 -3.44424
S: -2.32086 -0.45042 -0.43086
O: -3.17064 -1.28484 0.48226
O: -2.22681 2.31596 1.33584
N: -0.80325 -0.99957 -0.62387
C: -0.59711 -2.34279 -0.88491
C: -1.54678 -3.30152 -1.19869
C: -1.17828 -4.62056 -1.52730
C: 0.12687 -5.02075 -1.56330
C: 1.13061 -4.08475 -1.22807
C: 2.50985 -4.38005 -1.29643
C: 3.42903 -3.41717 -0.99850
C: 2.96481 -2.16257 -0.56808
N: 1.69386 -1.86036 -0.46727
C: 0.76447 -2.77761 -0.84526
H: -4.20580 -0.59141 -6.72542
H: -5.81228 -0.61907 -5.99089
H: -4.92558 -2.12013 -6.22724
H: -2.25469 -0.38998 -5.34053
H: -1.22347 -0.19767 -3.09703
H: -4.94142 -1.25741 -1.28754
H: -5.98842 -1.43090 -3.53613
H: -2.59405 -3.04606 -1.19235
H: -1.96348 -5.32541 -1.77410
H: 0.40735 -6.02763 -1.84605
H: 2.81986 -5.37149 -1.60628
H: 4.49289 -3.59995 -1.06519
H: 3.66953 -1.38152 -0.30540
Cl: 2.98290 2.75259 0.43156
C: 3.29958 1.84861 -1.02654
C: 2.38130 0.86553 -1.37897
C: 2.63037 0.28141 -2.61804
Cl: 1.45504 -0.82579 -3.28546
C: 3.75544 0.55557 -3.39636
Cl: 4.03008 -0.25376 -4.89508
C: 4.68107 1.49759 -2.95049
Cl: 6.09735 1.83415 -3.86902
C: 4.43948 2.17360 -1.75896
Cl: 5.54865 3.37535 -1.21173
C: 4.79756 0.20175 1.78685
Si: 3.12787 -0.45553 2.36717
C: 2.76076 0.26258 4.06599
C: 3.31730 -2.30246 2.74736
H: 5.53483 0.03073 2.58017
H: 4.75758 1.27373 1.58415
H: 5.16324 -0.29363 0.88440
H: 3.38064 -0.27719 4.79086
H: 1.71264 0.11341 4.33521
H: 2.97980 1.32693 4.14666
H: 4.28210 -2.42366 3.25413
H: 3.29687 -2.98758 1.90104
H: 2.54106 -2.60756 3.45368

* LUMO (spin up / spin down): 0.143 / -0.115 eV
* multiplicity: 6
* ΔE to the lowest compared entry with this formula, charge and spin: 0.00 kcal/mol
* E_HOMO (spin up / spin down): -0.237 / -0.265 Eh
* E_tot: -6614.400064 Ha

Mulliken atomic charge list, values in e, 8 entries:
1. Fe 0.321
2. C -0.994
3. N 0.290
4. C -1.264
5. C -0.648
6. N 0.406
7. C 0.257
8. P -1.299

[2]
DFT (wB97M-V/def2-TZVPD) results for C37H37F5P2Tc as an isolated structure at a distorted geometry.

CARTESIAN COORDINATES (ANGSTROEM)
Tc: -0.16654 -0.14993 -0.23166
C: 1.66359 1.58243 0.40129
C: 0.47885 2.01610 -0.21732
C: 0.46000 2.39939 -1.68128
C: 0.48509 1.25692 -2.73229
C: 0.42571 -0.16068 -2.20005
C: 1.52669 -0.71454 -1.43850
C: 2.85324 0.00269 -1.29780
C: 2.91632 1.20749 -0.33486
C: -1.68894 -1.40066 -0.52977
H: 1.80595 1.67051 1.49043
H: -0.21198 2.59008 0.42637
H: 1.29052 3.07778 -1.91614
H: -0.45161 2.98581 -1.85835
H: -0.40043 1.37234 -3.37869
H: 1.34614 1.41325 -3.40428
H: -0.17284 -0.86058 -2.80372
H: 1.69331 -1.80401 -1.52342
H: 3.25781 0.33083 -2.26568
H: 3.57989 -0.74394 -0.95196
H: 3.68395 0.95225 0.42246
H: 3.32850 2.06846 -0.90227
H: -2.35929 -1.63086 0.31291
H: -1.36333 -2.35439 -0.97694
H: -2.28005 -0.86308 -1.29906
P: -6.46018 3.95845 -5.65723
P: -6.16668 1.31930 -7.32534
C: -5.47862 3.96901 -7.18126
C: -5.39228 2.82783 -7.91965
C: -7.37333 5.56908 -5.85476
C: -6.96214 6.62170 -6.68177
C: -7.65870 7.83268 -6.69488
C: -8.81693 8.00267 -5.93760
C: -9.28473 6.92077 -5.18310
C: -8.59203 5.70913 -5.15651
C: -5.15491 4.35711 -4.45256
C: -4.27118 3.29483 -4.17559
C: -3.21159 3.49827 -3.29091
C: -3.05780 4.76686 -2.69817
C: -3.95824 5.81489 -2.95637
C: -5.03169 5.60146 -3.82779
C: -7.03014 0.87021 -8.99059
C: -8.12197 1.65643 -9.40725
C: -8.70728 1.47318 -10.66459
C: -8.23641 0.50211 -11.54947
C: -7.18155 -0.30441 -11.12753
C: -6.59853 -0.13791 -9.86262
C: -4.74991 0.18906 -7.39434
C: -4.95163 -1.05977 -6.77020
C: -3.95059 -2.02909 -6.82855
C: -2.75767 -1.74380 -7.51818
C: -2.55909 -0.50186 -8.13552
C: -3.55690 0.47617 -8.06658
H: -5.05589 4.92326 -7.52628
H: -5.03616 2.81787 -8.96005
H: -6.09192 6.53438 -7.32198
H: -7.28475 8.65727 -7.29355
H: -9.35034 8.95786 -5.93510
H: -10.19975 7.03287 -4.60276
H: -8.99434 4.87002 -4.58591
H: -4.42893 2.33073 -4.66863
H: -2.52341 2.67128 -3.06738
H: -2.21854 4.93129 -2.01928
H: -3.82824 6.79570 -2.48893
H: -5.75484 6.38988 -4.04093
H: -8.52052 2.43029 -8.75198
H: -9.54546 2.09293 -10.97255
H: -8.68126 0.37730 -12.54194
H: -6.80396 -1.06964 -11.79876
H: -5.78391 -0.80710 -9.58855
H: -5.89477 -1.25263 -6.25130
H: -4.10284 -2.99455 -6.33197
H: -1.97610 -2.50541 -7.56594
H: -1.62941 -0.28311 -8.66989
H: -3.41208 1.44443 -8.54081
F: 1.29222 -0.17317 2.48342
C: 0.89859 -1.09239 1.50386
F: 2.05835 -1.72454 1.03509
C: 0.15491 -2.18512 2.30366
F: 0.89601 -2.64456 3.34996
F: -1.00148 -1.67973 2.80987
F: -0.11248 -3.25012 1.50489

* LUMO (spin up / spin down): -7.082 / -8.293 eV
* multiplicity: 4
* E_HOMO (spin up / spin down): -0.488 / -0.485 Eh
* net charge: +2
* E_tot: -2694.173153 Ha

Mulliken atomic charge list, values in e, 8 entries:
1. Tc 0.222
2. C 0.042
3. C -0.975
4. C 0.086
5. C -0.927
6. C -0.853
7. C 0.437
8. C -1.039

[3]
DFT (wB97M-V/def2-TZVPD) results for C37H37N8O3PPd as an isolated structure at a distorted geometry.

CARTESIAN COORDINATES (ANGSTROEM)
Pd: 0.45115 -0.71094 -0.01912
C: -0.84080 2.06760 5.17846
C: -1.14446 0.73375 5.42460
C: -0.77803 -0.24532 4.50987
C: -0.11129 0.10289 3.33472
C: 0.21045 1.43970 3.11008
C: -0.15677 2.41800 4.02342
P: 0.53841 -1.12307 2.14556
C: -0.21892 -2.71971 2.54786
C: -1.60328 -2.82788 2.68125
C: -2.19806 -4.07256 2.82558
C: -1.41426 -5.22233 2.81153
C: -0.04033 -5.12046 2.66299
C: 0.55902 -3.87335 2.53862
C: 2.28310 -1.19396 2.58111
C: 2.82470 -1.31056 3.82923
C: 4.22718 -1.44377 3.95266
C: 5.02118 -1.48557 2.84101
C: 4.48023 -1.36450 1.53754
C: 5.25704 -1.41945 0.35330
C: 4.64523 -1.30354 -0.85874
C: 3.24868 -1.08867 -0.96836
C: 2.45893 -0.98361 0.13810
C: 3.08263 -1.17276 1.41253
H: -1.13054 2.83208 5.88814
H: -1.66288 0.45282 6.33247
H: -1.01317 -1.28174 4.71508
H: 0.77304 1.71528 2.22274
H: 0.09431 3.45298 3.82986
H: -2.21956 -1.93557 2.66311
H: -3.27175 -4.14482 2.94884
H: -1.87474 -6.19629 2.92297
H: 0.57214 -6.01334 2.64320
H: 1.63378 -3.79688 2.41979
H: 2.19512 -1.30243 4.71154
H: 4.67365 -1.52547 4.93559
H: 6.09327 -1.61045 2.94879
H: 6.32854 -1.56570 0.42191
H: 5.23382 -1.36493 -1.76659
H: 2.81637 -1.00407 -1.95246
C: 3.22880 0.96253 -4.40281
C: 2.17852 2.04433 -4.16834
C: 0.77186 1.51462 -3.81201
C: -0.25348 2.66359 -3.88918
C: -1.68506 2.18913 -3.63656
C: 0.36809 0.48998 -4.84751
O: 0.25421 0.76216 -6.02506
N: 0.12989 -0.77013 -4.37890
C: 0.19877 -1.22028 -3.04928
O: -0.05294 -2.39049 -2.83838
N: 0.54935 -0.32241 -2.07723
C: 0.79109 0.98792 -2.36924
O: 1.03311 1.78518 -1.47205
H: 4.21520 1.40949 -4.53113
H: 3.00493 0.38492 -5.30170
H: 3.28947 0.27226 -3.56000
H: 2.07334 2.64846 -5.07087
H: 2.48266 2.70546 -3.35626
H: -0.18202 3.09811 -4.88667
H: 0.04364 3.42019 -3.16247
H: -2.01231 1.51564 -4.43157
H: -2.38246 3.02580 -3.60239
H: -1.76648 1.66208 -2.68003
H: -0.12997 -1.47824 -5.04988
N: -3.27011 -4.15614 -1.44892
N: -2.84283 -2.89137 -1.08055
N: -3.52709 -1.80934 -1.39136
C: -2.71039 -0.86413 -0.93286
N: -1.62641 -1.38736 -0.35746
N: -1.71774 -2.70913 -0.48578
H: -4.28213 -4.13156 -1.46912
H: -2.94664 -4.80254 -0.73873
H: -2.90138 0.19456 -1.00230
N: -1.53288 1.79321 0.28795
C: -2.34885 2.88122 -0.02320
C: -1.86200 3.94795 -0.77738
C: -2.69396 5.00511 -1.11192
C: -4.02232 5.02631 -0.70062
C: -4.50602 3.96719 0.05654
C: -3.68095 2.90326 0.39351
H: -0.53872 1.90072 0.14046
H: -1.76672 1.32373 1.14771
H: -0.82630 3.93149 -1.10199
H: -2.29689 5.82457 -1.69897
H: -4.66722 5.85451 -0.96276
H: -5.53661 3.96570 0.39055
H: -4.06716 2.08033 0.98794

* LUMO: 0.280 eV
* ΔE to the lowest compared entry with this formula, charge and spin: 0.00 kcal/mol
* E_HOMO: -0.290 Eh
* E_tot: -2565.231535 Ha

Mulliken atomic charge list, values in e, 8 entries:
1. Pd -0.623
2. C -0.577
3. C -0.672
4. C -0.218
5. C 0.363
6. C -0.639
7. C -0.665
8. P 2.457

[4]
DFT (wB97M-V/def2-TZVPD) results for C37H37N8OS3Sc as an isolated structure at a distorted geometry.

CARTESIAN COORDINATES (ANGSTROEM)
Sc: -0.40069 -0.28200 -0.07239
C: 4.72814 2.11282 2.38204
C: 4.39525 0.64394 2.63664
N: 3.88886 -0.10352 1.44934
C: 4.87544 -0.71555 0.60747
C: 5.59368 0.06413 -0.42312
C: 2.57314 0.08307 1.04641
S: 2.13627 -0.12440 -0.56939
N: 1.83765 0.62098 2.06195
C: 0.68879 0.25177 2.52124
O: -0.16406 -0.51377 1.81798
C: 0.31154 0.49087 3.93852
C: -0.65762 -0.22833 4.60080
C: -0.81490 -0.13292 5.97401
C: -0.08300 0.69151 6.70269
C: 0.88837 1.50648 6.07546
C: 1.09032 1.42292 4.69719
H: 5.23234 2.46024 3.27379
H: 3.86330 2.71783 2.21128
H: 5.36061 2.19067 1.48477
H: 3.71003 0.53151 3.47853
H: 5.25970 0.01476 2.88769
H: 4.30071 -1.48396 0.10865
H: 5.62146 -1.23920 1.24794
H: 5.14331 1.06480 -0.62773
H: 5.66258 -0.43905 -1.38668
H: 6.67349 0.26680 -0.17129
H: -1.36204 -0.81118 4.00249
H: -1.59501 -0.79714 6.35202
H: -0.26773 0.80949 7.75384
H: 1.38751 2.26099 6.60135
H: 1.80162 1.98019 4.13287
S: -7.48467 -1.81014 -0.15235
C: -7.64423 -3.48821 0.20737
C: -6.44343 -4.17973 0.30393
C: -5.38216 -3.31026 0.21854
C: -5.75838 -1.95741 -0.06090
C: -4.84583 -0.82463 -0.22827
C: -3.46096 -1.06631 -0.01642
N: -2.53330 -0.10050 -0.17993
C: -2.87056 1.16524 -0.57373
C: -4.25789 1.43978 -0.97214
C: -4.55574 2.74154 -1.37565
C: -3.60755 3.71421 -1.41181
C: -2.22025 3.48065 -1.15727
C: -1.16863 4.44429 -1.13733
C: 0.17038 4.06195 -0.95214
C: 0.46124 2.72324 -0.60288
N: -0.52792 1.81003 -0.64115
C: -1.86151 2.14036 -0.80357
C: 1.13353 5.12972 -1.10430
C: 0.90998 6.45871 -0.89598
C: 2.08088 7.25158 -1.03069
C: 3.19993 6.47663 -1.23767
S: 2.85589 4.82483 -1.23295
C: -5.21598 0.43809 -0.68509
H: -8.57458 -3.86057 0.53957
H: -6.39127 -5.25724 0.49786
H: -4.33941 -3.57349 0.24685
H: -3.10998 -1.98400 0.43942
H: -5.53733 2.99103 -1.72405
H: -3.92447 4.73578 -1.65728
H: -1.36391 5.52976 -1.40634
H: 1.48000 2.34709 -0.62106
H: -0.07935 6.81245 -0.65501
H: 2.02158 8.32634 -0.92617
H: 4.18356 6.83358 -1.41109
H: -6.25885 0.69447 -0.88805
C: 2.29408 -4.28038 -4.08416
C: 0.92418 -4.96261 -4.16160
C: -0.09896 -4.34891 -5.12450
C: 0.33352 -5.29332 -2.78347
N: -0.25131 -4.17557 -2.06472
C: 0.06773 -2.85495 -2.06778
N: -0.52651 -2.30442 -1.00598
N: -1.34280 -3.21172 -0.52309
N: -1.18791 -4.34743 -1.08954
H: 2.65633 -3.99438 -5.03635
H: 3.02444 -4.88754 -3.60719
H: 2.18144 -3.29616 -3.53647
H: 1.11437 -6.04082 -4.55627
H: -0.63978 -3.44057 -4.76848
H: -0.91057 -4.99803 -5.43491
H: 0.40601 -4.10528 -6.02566
H: 1.12518 -5.61984 -2.12732
H: -0.47607 -6.05254 -2.71925
H: 0.54877 -2.25919 -2.79187

* LUMO: -6.175 eV
* ΔE to the lowest compared entry with this formula, charge and spin: 0.00 kcal/mol
* E_HOMO: -0.459 Eh
* net charge: +2
* E_tot: -3900.319904 Ha

Mulliken atomic charge list, values in e, 8 entries:
1. Sc 0.523
2. C -1.079
3. C -0.726
4. N 0.181
5. C -0.803
6. C -0.952
7. C 0.203
8. S -0.306

[5]
DFT (wB97M-V/def2-TZVPD) results for a 2-piece molecular cluster, C37H38BClO4S overall at a distorted geometry.

CARTESIAN COORDINATES (ANGSTROEM)
C: 5.72521 -5.73050 1.23722
C: 4.63936 -4.72031 1.27391
C: 4.75041 -3.37733 1.59016
C: 3.52798 -2.63720 1.37903
C: 2.51635 -3.43636 0.88107
B: 0.97621 -3.00818 0.55896
C: 0.79833 -2.96476 -1.08651
C: 1.36845 -1.91299 -1.78855
C: 1.21805 -1.83036 -3.18281
C: 0.47496 -2.81123 -3.85867
Cl: 0.27930 -2.71845 -5.56306
C: -0.07838 -3.88555 -3.14674
C: 0.09428 -3.96266 -1.75187
O: 0.13259 -3.97594 1.18246
C: -0.19156 -3.40099 2.43489
C: -1.55056 -3.95811 2.83099
C: 0.86109 -3.75238 3.48036
C: -0.14968 -1.80442 2.10773
C: -1.42511 -1.35963 1.41877
C: 0.15408 -0.89347 3.28338
O: 0.87660 -1.70409 1.14941
S: 3.00360 -5.10276 0.77770
H: 6.64207 -5.31873 1.67374
H: 5.42605 -6.62385 1.79769
H: 5.93074 -6.02338 0.19826
H: 5.67594 -2.93301 1.94646
H: 3.45586 -1.56523 1.57046
H: 1.96027 -1.16665 -1.25957
H: 1.68099 -1.02093 -3.74246
H: -0.62347 -4.66004 -3.68018
H: -0.30051 -4.81828 -1.20533
H: -1.92502 -3.44719 3.72531
H: -2.26950 -3.86181 2.00665
H: -1.45039 -5.02600 3.05651
H: 0.53613 -3.42597 4.47862
H: 1.00685 -4.83825 3.51661
H: 1.82481 -3.27954 3.25363
H: -2.27836 -1.28514 2.10258
H: -1.27540 -0.38973 0.93641
H: -1.66938 -2.05962 0.61349
H: -0.66221 -0.90789 4.01616
H: 1.08224 -1.18066 3.78756
H: 0.26652 0.13746 2.92750
C: -6.30744 -3.66818 -6.07476
O: -5.53403 -4.45816 -5.12852
C: -4.96032 -3.77102 -4.09847
C: -4.25941 -4.51458 -3.10725
C: -3.69517 -3.86445 -2.03243
C: -3.87189 -2.45058 -1.85342
C: -3.53474 -1.83452 -0.62952
C: -3.65605 -0.41197 -0.40122
C: -4.33688 0.04850 0.75538
C: -4.62810 1.39034 0.93922
C: -4.05162 2.33046 0.07559
O: -4.06726 3.69152 0.39260
C: -5.29648 4.34829 0.54430
C: -5.36639 5.31051 1.55997
C: -6.56082 5.99740 1.76050
C: -7.66050 5.77071 0.92355
C: -7.55565 4.84275 -0.12318
C: -6.37798 4.10970 -0.31367
C: -3.33373 1.91586 -1.05793
C: -3.13621 0.56290 -1.29256
C: -4.57850 -1.73869 -2.86243
C: -5.11532 -2.37821 -3.95651
H: -6.59028 -4.38042 -6.84149
H: -7.20064 -3.22834 -5.60571
H: -5.69396 -2.86151 -6.49702
H: -4.23855 -5.59854 -3.20973
H: -3.15216 -4.42768 -1.27103
H: -3.54127 -2.49813 0.23627
H: -4.69147 -0.69187 1.47407
H: -5.26768 1.71064 1.76282
H: -4.48708 5.48284 2.18076
H: -6.62586 6.71827 2.56832
H: -8.59094 6.32297 1.08428
H: -8.39367 4.68709 -0.79334
H: -6.29633 3.37766 -1.12238
H: -2.95521 2.66502 -1.75213
H: -2.56513 0.24658 -2.17065
H: -4.77949 -0.67635 -2.75712
H: -5.70563 -1.81085 -4.67552

* LUMO: -3.146 eV
* ΔE to the lowest compared entry with this formula, charge and spin: 63.03 kcal/mol
* E_HOMO: -0.230 Eh
* E_tot: -2616.853177 Ha

Mulliken atomic charge list, values in e, 8 entries:
1. C -1.239
2. C 0.547
3. C -0.628
4. C -0.867
5. C 0.208
6. B 1.667
7. C -0.009
8. C -0.324